DFT (wB97M-V/def2-TZVPD) results for 2 unconnected molecules or ions with the total composition C2H4FN in a non-equilibrium geometry.

As for the HOMO energy: -10.50 eV. As for the LUMO energy: 0.084 eV. The calculation puts the maximum force at 3.69 eV Å⁻¹. The value obtained for the total energy is -6343.7336 eV. As for the HOMO-LUMO gap: 10.6 eV.

Structure (ORCA input):
```
! RIJCOSX wB97M-V def2-TZVPD def2/J DEFGRID3
* xyz 0 1
C 0.1934 0.2997 0.3340
C 0.2022 -0.8217 -0.5691
N 0.3527 0.6136 1.4969
F -1.0446 1.4962 -0.8630
H 0.6085 -1.6614 0.0227
H 0.5296 -0.3417 -1.5203
H -0.7768 -1.0205 -0.8898
H -0.0650 1.4360 1.9887
*
```